No. 1
Here is a structure of composition C3H11N2 at a distorted geometry from the OMol25 dataset. Energies are from ωB97M-V/def2-TZVPD.

ORCA input file:
```
! RIJCOSX wB97M-V def2-TZVPD def2/J DEFGRID3
* xyz 1 1
H 1.084 -2.833 0.414
H -1.582 3.015 0.452
H 1.733 -0.509 0.733
H 1.637 1.748 0.107
C 0.994 -0.226 0.012
C 0.175 -1.136 -0.556
H -1.423 1.918 1.707
N -1.388 2.013 0.674
H -0.683 -2.959 0.224
H -0.216 1.578 0.202
N 0.862 1.192 -0.261
C 0.256 -2.607 -0.262
H -2.120 1.461 0.281
H 0.398 -3.199 -1.217
H -0.557 -0.770 -1.239
H 0.831 1.314 -1.270
*
```

Properties
ΔE to the lowest compared entry with this formula, charge and spin   13.75 kcal/mol
Total energy   -6262.9851 eV
HOMO   -13.57 eV

***

No. 2
Here is the molecule C4H10NOS2 at a distorted geometry from the OMol25 dataset. Energies are from ωB97M-V/def2-TZVPD.

ORCA input file:
```
! RIJCOSX wB97M-V def2-TZVPD def2/J DEFGRID3
* xyz 0 2
H -2.435 1.253 -3.632
H -2.969 2.212 -2.291
O 1.618 1.800 1.092
H 0.892 -2.320 0.253
H 2.711 0.333 2.089
H -0.686 0.997 0.629
C -2.388 1.335 -2.538
H 2.367 -1.701 0.549
H 1.493 -2.424 1.808
S -0.038 -0.252 -1.261
C -0.354 -0.040 0.544
H 0.404 -0.688 2.468
N 1.442 -1.835 0.976
S -0.592 1.321 -2.255
H -1.202 -0.667 0.740
C 0.770 -0.396 1.471
C 1.828 0.645 1.518
H -2.860 0.426 -2.158
*
```

Properties
ΔE to the lowest compared entry with this formula, charge and spin   10.97 kcal/mol
Total energy   -29514.6108 eV
<S²>   0.7554
HOMO (spin up / spin down)   -4.69 / -8.41 eV

***

No. 3
Here is the molecule C4H3F3 at a distorted geometry from the OMol25 dataset. Energies are from ωB97M-V/def2-TZVPD.

ORCA input file:
```
! RIJCOSX wB97M-V def2-TZVPD def2/J DEFGRID3
* xyz 0 1
H 1.095 0.286 -0.533
C -0.457 -0.735 0.437
F -2.170 1.654 0.286
C -1.909 -0.711 0.385
C -2.579 0.443 0.169
F -2.477 -1.803 -0.117
F -3.823 0.493 -0.320
H -0.304 0.905 -1.069
C 0.072 0.193 -0.324
H 0.175 -1.550 0.919
*
```

Properties
ΔE to the lowest compared entry with this formula, charge and spin   31.25 kcal/mol
Total energy   -12346.2525 eV
SMILES   C=CC(F)=C(F)F
HOMO   -9.12 eV

***

No. 4
Here is a cluster of 6 separate species, C32H63NO9S in total at a distorted geometry from the OMol25 dataset. Energies are from ωB97M-V/def2-TZVPD.

ORCA input file:
```
! RIJCOSX wB97M-V def2-TZVPD def2/J DEFGRID3
* xyz 0 1
H 3.619 -3.106 -1.553
H -3.035 -2.715 5.699
H 4.230 -6.448 -3.280
C 7.293 -4.074 0.235
H 5.193 -5.007 -2.882
H -0.782 0.366 -9.351
C -8.658 3.304 4.845
H 0.623 6.175 -1.384
C -1.832 5.655 0.814
H -9.145 1.428 3.916
C -0.084 5.250 -1.123
C 0.622 1.536 -8.233
C -0.193 0.284 -8.430
H 7.419 -3.699 1.256
H -6.785 2.393 2.743
H -3.164 0.927 4.363
C 3.272 -5.018 -0.633
C 1.161 1.601 -0.926
C -1.111 0.310 -7.228
H 2.946 1.747 0.509
H -9.585 3.714 4.435
H 3.210 -3.963 -3.786
H 0.408 -0.627 -8.489
H 9.166 -4.986 -1.868
H -2.474 -0.493 1.617
O 0.964 0.450 -3.833
H 9.276 -5.789 1.064
H -3.801 2.769 0.819
H -8.531 3.680 5.867
H 0.495 -0.213 3.450
H -1.689 -0.364 5.778
C 9.269 -4.731 -0.808
H 1.833 3.991 -1.617
H 3.150 2.087 -2.022
H -9.087 1.334 5.687
O 1.165 -2.021 -0.266
H -5.643 2.930 3.995
C 8.803 -5.865 0.078
C 2.279 1.277 -2.126
O 8.408 -3.614 -0.541
H 2.172 -5.250 -3.144
S -3.734 1.688 1.755
C -4.718 -1.503 5.011
H -2.507 5.146 -0.018
C -3.239 -1.783 5.167
H 1.455 2.553 1.306
H 1.899 -3.529 -1.454
H 0.472 3.970 -2.928
C 0.650 3.925 -1.750
H -1.116 5.501 -1.665
H 6.863 -6.044 1.076
H 0.149 0.901 -4.249
H -0.647 2.701 -0.551
C 3.060 -4.639 -2.941
H -6.674 1.590 5.674
H -5.280 -1.840 5.889
H -3.800 1.363 5.965
O 1.738 1.438 -3.484
H 2.813 0.235 -1.935
H 2.435 -0.256 1.817
O 0.367 0.332 -0.855
C -7.148 1.513 4.688
C 0.196 -0.046 2.322
H 6.365 -3.665 -0.175
C -6.682 2.648 3.803
H -2.764 -1.841 4.180
H 1.076 1.914 -9.152
O 4.227 -5.866 -1.287
H 9.031 -6.851 -0.336
H 3.705 -4.618 0.288
H -2.070 -0.179 -7.422
H 0.404 6.095 1.055
H 10.308 -4.449 -0.616
H -0.571 2.198 2.041
O -7.542 3.764 4.070
N 0.085 2.600 -1.289
H 1.421 1.348 -7.506
C -2.221 0.629 1.323
H -1.945 6.828 0.632
O -4.865 -0.080 4.917
C 4.253 -5.533 -2.681
H -6.919 0.527 4.275
C -3.618 0.532 5.278
C -0.239 5.249 0.512
C 1.017 -0.713 -0.020
H -5.143 -1.977 4.122
C 1.765 1.627 0.633
H -2.980 -0.643 6.962
H -0.643 -0.169 -6.361
C 1.453 0.163 1.296
H -2.001 0.703 0.176
H -0.955 3.007 -8.430
H -2.200 5.312 1.871
H 2.403 -5.632 -0.373
H -1.410 1.174 3.382
H -0.041 4.212 1.019
H -0.342 -1.058 1.988
C -2.760 -0.552 5.892
O -1.330 1.689 -6.901
C -8.624 1.792 4.809
H 0.056 3.233 -6.985
C 7.327 -5.586 0.199
C 2.901 -3.932 -1.620
H 6.806 -5.950 -0.695
C -0.953 1.118 2.280
C -0.397 2.487 -7.643
*
```

Properties
ΔE to the lowest compared entry with this formula, charge and spin   167.88 kcal/mol
Total energy   -64946.3194 eV
SMILES   CCCCN[C@@]1(COO)C[C@@H](CCCS)C(=O)O1.C1CCOC1.C1CCOC1.C1CCOC1.C1CCOC1.C1CCOC1
HOMO   -9.02 eV

***

No. 5
Here is a structure of composition Cl2F2Zn at a distorted geometry from the OMol25 dataset. Energies are from ωB97M-V/def2-TZVPD.

ORCA input file:
```
! RIJCOSX wB97M-V def2-TZVPD def2/J DEFGRID3
* xyz -2 1
F 0.032 -1.870 -0.182
Cl -2.021 0.632 1.519
Cl 0.913 0.479 -2.289
Zn -0.074 0.061 -0.193
F 1.150 0.698 1.146
*
```

Properties
ΔE to the lowest compared entry with this formula, charge and spin   6.28 kcal/mol
Total energy   -78902.1432 eV
HOMO   -1.58 eV

***

No. 6
Here is the molecule C2H7N3S at a distorted geometry from the OMol25 dataset. Energies are from ωB97M-V/def2-TZVPD.

ORCA input file:
```
! RIJCOSX wB97M-V def2-TZVPD def2/J DEFGRID3
* xyz 0 1
S -0.128 2.309 1.553
C 0.913 -0.350 1.014
H 1.114 -1.424 0.731
H -1.475 -1.858 -1.137
H 0.422 -0.213 1.997
H -0.111 -2.064 -2.100
N -0.184 -0.323 -1.226
C 0.045 0.282 -0.003
H -0.826 0.240 -1.780
H 1.849 0.209 1.099
N -0.521 1.410 0.118
H -0.589 3.450 1.010
N -0.509 -1.667 -1.277
*
```

Properties
ΔE to the lowest compared entry with this formula, charge and spin   30.50 kcal/mol
Total energy   -17491.5894 eV
SMILES   C/C(=N\S)NN
HOMO   -8.17 eV

***

No. 7
Here is a structure of composition C7H28AsF6N14O7Tl at a distorted geometry from the OMol25 dataset. Energies are from ωB97M-V/def2-TZVPD.

ORCA input file:
```
! RIJCOSX wB97M-V def2-TZVPD def2/J DEFGRID3
* xyz 2 1
H 6.381 5.799 2.170
N 1.293 1.790 6.242
H -0.825 -5.552 -5.119
H -1.980 -4.421 -4.400
N 5.679 0.466 -5.764
H 6.482 0.600 -6.363
H -8.551 -1.062 -4.051
H -0.258 -0.642 5.142
O -0.481 -2.568 -4.477
H 4.739 6.270 1.950
H 5.262 -3.406 1.453
C 5.280 4.600 0.969
H -5.860 0.855 3.742
O 0.322 1.697 4.205
H 1.282 1.513 7.213
O -4.607 2.686 2.677
H 0.313 -0.155 6.757
O 4.111 1.372 -4.453
N -7.625 -0.659 -4.070
C -0.174 -3.720 -4.801
H -8.916 0.097 -2.625
F -2.967 -2.635 0.655
N 4.509 -1.547 2.387
H 5.714 -0.423 -5.286
F -5.243 -3.321 1.785
As -3.729 -4.204 1.269
H 6.140 3.036 0.196
F -2.988 -3.883 2.831
H 1.853 -3.615 -5.076
F -4.436 -5.750 1.865
H 4.765 3.401 -5.688
H 3.914 -0.888 2.868
N 0.146 0.031 5.778
F -2.320 -5.103 0.786
C -4.961 2.674 3.828
C -7.102 -0.009 -3.075
C 4.015 -2.006 1.292
H 5.371 -1.907 2.769
N -8.015 0.292 -2.212
C 0.562 1.197 5.311
H -5.917 1.760 5.240
H 1.118 -5.172 -5.322
N -4.808 3.635 4.700
O 3.047 -1.492 0.756
F -4.475 -4.444 -0.373
N 6.368 3.950 0.560
H 4.380 -3.214 -0.148
H -4.982 3.465 5.680
N -5.619 1.676 4.279
N 1.034 -4.205 -5.044
H -7.724 0.849 -1.422
O 4.155 4.224 0.683
H 1.624 2.737 6.122
H -7.007 -0.801 -4.856
N -1.048 -4.656 -4.710
N 4.737 -2.910 0.747
N 5.519 5.703 1.651
H -4.210 4.376 4.362
H 5.983 2.469 -6.652
H 7.263 4.352 0.802
Tl -0.722 2.327 -1.409
C 4.960 1.470 -5.339
N 5.210 2.552 -6.007
O -5.981 0.450 -2.978
*
```

Properties
ΔE to the lowest compared entry with this formula, charge and spin   204.25 kcal/mol
Total energy   -124727.1773 eV
HOMO   -13.62 eV

***

No. 8
Here is a structure of composition C14H31N2O4OsSi from the OMol25 dataset. Energies are from ωB97M-V/def2-TZVPD.

ORCA input file:
```
! RIJCOSX wB97M-V def2-TZVPD def2/J DEFGRID3
* xyz 3 1
H -0.826 -0.016 4.135
N -2.485 0.253 0.154
H 0.076 -2.977 1.935
H 2.193 -2.845 -0.507
H -6.265 1.361 1.310
O 1.578 -0.161 0.110
H -1.655 -3.436 -2.128
C -5.644 0.429 -1.272
H -7.335 -0.542 -2.158
C 1.830 2.153 -0.254
H -2.629 -2.235 -1.274
H 2.389 2.376 0.654
C -6.721 -0.646 -1.266
H -6.266 -1.645 -1.270
H -6.420 -1.699 1.080
C 0.008 2.732 1.335
H -2.116 0.822 3.203
H -1.053 2.952 1.227
H 3.246 0.634 -0.881
C 1.386 -2.767 -1.232
H -0.075 2.174 3.422
O 0.396 2.067 0.081
H 3.308 -1.147 0.684
Si -0.264 -2.416 -0.489
H 1.946 2.957 -0.977
N -4.923 0.367 0.049
C -1.322 0.078 3.172
H -4.919 0.299 -2.073
C -5.811 0.372 1.260
H 2.826 0.175 1.772
Os -0.542 0.218 0.193
O -0.305 0.483 2.198
C -3.666 0.315 0.120
H -5.201 0.195 2.144
C 0.311 1.799 2.476
C -1.653 -2.415 -1.720
H 0.561 3.668 1.424
H 1.377 1.612 2.581
H 1.717 0.625 -1.779
C -0.638 -3.200 1.144
C 2.465 -0.647 1.156
H -1.499 -1.749 -2.571
H 1.655 -2.059 -2.017
H -7.600 -0.634 1.869
H 1.897 -1.348 1.758
H -1.656 -3.015 1.487
H -6.089 1.423 -1.328
H 1.295 -3.745 -1.720
H -0.568 -4.281 0.954
C 2.171 0.795 -0.801
O -7.558 -0.484 -0.148
H -1.690 -0.889 2.845
C -6.875 -0.700 1.060
*
```

Properties
ΔE to the lowest compared entry with this formula, charge and spin   22.17 kcal/mol
Total energy   -36504.5691 eV
HOMO   -18.01 eV

***

No. 9
Here is a structure of composition C2H7N3S2 at a distorted geometry from the OMol25 dataset. Energies are from ωB97M-V/def2-TZVPD.

ORCA input file:
```
! RIJCOSX wB97M-V def2-TZVPD def2/J DEFGRID3
* xyz 0 1
C -0.211 0.118 -0.707
N -0.702 -0.543 -1.721
H 2.271 -0.945 1.975
S -1.548 -2.061 -1.510
S 0.400 2.429 0.584
N -0.642 1.239 -0.316
H -0.784 3.306 0.562
H -2.435 -1.475 -0.619
H 1.563 0.776 1.564
H 0.115 -0.538 1.946
H -1.085 0.095 -2.628
N 0.912 -0.524 -0.089
H 0.967 -1.553 -0.413
C 1.178 -0.324 1.370
*
```

Properties
ΔE to the lowest compared entry with this formula, charge and spin   79.53 kcal/mol
Total energy   -28324.2031 eV
HOMO   -8.25 eV

***

No. 10
Here is a cluster of 12 separate species, C52H92F18N2O24 in total at a distorted geometry from the OMol25 dataset. Energies are from ωB97M-V/def2-TZVPD.

ORCA input file:
```
! RIJCOSX wB97M-V def2-TZVPD def2/J DEFGRID3
* xyz 1 2
C 3.305 -3.853 3.208
C -4.685 -1.169 -6.005
H -6.342 2.008 0.325
C 6.315 -2.514 2.711
H -4.158 -1.383 -6.935
C 3.104 4.768 3.466
N 6.767 -3.249 3.421
C -1.779 -6.923 -1.217
O 6.498 -0.179 4.785
H 3.791 -1.039 6.088
F 0.063 6.878 -3.900
H -0.690 -6.878 -1.247
H -6.120 -5.426 1.263
O -3.145 -2.213 -4.587
F 3.720 0.298 -2.523
H -5.255 -1.915 -4.128
F 6.479 6.208 0.028
C -6.774 2.097 -2.516
H -1.571 4.066 -1.866
O -7.819 -4.180 3.555
H -0.277 -4.042 4.778
C -1.945 -8.497 -1.071
H 6.062 -0.524 2.082
O -7.333 2.672 -1.319
C -4.508 -2.183 -4.875
N 3.976 -4.505 3.968
C -6.151 0.673 -2.351
H 4.658 -1.645 1.916
H -1.954 -4.445 4.645
O 4.812 3.074 0.974
C -6.115 -4.346 1.411
H -6.270 1.112 -6.973
O -2.795 2.963 -0.554
C -1.417 3.694 2.358
H -5.382 3.176 -0.746
H 2.866 5.815 3.280
O -0.862 -4.935 3.027
H -6.049 2.776 -2.966
H 4.914 3.508 3.458
C -4.266 1.174 -6.575
O -3.360 5.137 2.295
C 1.803 0.271 0.400
H 5.183 1.210 4.330
F 6.848 4.201 -0.703
C 7.542 0.778 4.487
C 5.180 4.299 1.009
C -6.341 2.894 -0.310
H -1.328 -2.946 3.753
H -1.578 -11.036 -0.515
O 8.271 -0.327 2.495
H -3.632 -3.299 -2.838
H -3.787 1.797 -9.364
H 9.336 -1.709 -3.800
H -5.425 -3.729 -0.629
H -1.963 -9.055 -2.007
H -7.652 2.244 -3.144
H 2.803 0.049 0.774
H -4.897 -3.126 -5.260
C -5.198 -3.596 0.429
H 2.048 2.239 1.309
H 2.014 4.148 -2.099
H 7.129 1.504 3.786
O -4.961 0.561 -1.489
C 1.320 1.435 1.208
O -0.962 -9.112 -0.221
C -1.399 -10.334 0.299
H 2.507 4.089 2.857
F -1.341 -2.903 -0.912
F 4.478 2.217 -2.040
F -0.167 8.781 -2.802
H 2.766 4.619 4.492
C 5.281 0.397 5.048
C -1.684 -6.370 1.162
H 9.539 0.597 3.738
C -0.032 -1.038 -0.278
H -5.864 0.332 -3.345
O 3.140 -0.081 4.323
O 2.098 7.517 -1.675
C -0.939 -2.252 0.111
H -1.121 2.718 2.742
H -3.695 0.228 -10.121
C -5.187 6.558 1.345
H -0.595 -10.671 0.953
C -2.514 4.127 -1.324
C 8.304 -1.417 -3.993
C -5.374 1.311 -7.561
C 9.325 -0.859 1.727
C -4.389 0.946 -9.682
H 2.633 3.174 -0.670
H -5.566 2.339 -7.870
H 8.455 -0.414 -2.047
H 1.146 1.164 2.249
F -4.179 7.053 0.586
O 0.591 5.881 -0.993
H 7.521 -1.801 -2.089
C 1.450 5.074 -0.328
H 7.702 -2.253 -4.348
F -6.249 -4.994 5.974
H -2.223 -10.373 1.011
H -6.936 -0.014 -2.034
C 8.628 0.002 3.798
H 5.325 0.797 6.061
C 4.136 -0.679 5.118
F -0.180 -2.974 1.006
H 8.030 1.316 5.300
F -2.055 -1.879 0.868
O 5.099 5.106 2.155
H 8.938 -0.892 0.708
C 4.730 1.110 -2.746
H 9.660 -1.838 2.068
O 6.124 0.370 -0.980
H -3.441 0.580 -2.894
H -1.245 3.658 1.282
C -1.998 -5.174 2.138
H -2.085 -7.306 1.548
C 2.428 -3.090 2.353
H -5.116 -2.509 0.442
H -3.079 3.728 3.786
H -5.023 1.445 -10.415
H -2.245 -4.260 1.599
O -5.158 0.411 -8.647
C 5.927 0.464 -2.218
C -6.024 -3.899 5.206
F 4.835 1.437 -3.993
H -4.083 2.189 -2.701
H -2.295 5.060 -0.805
C 0.975 6.930 -1.740
H 2.486 -2.027 2.588
H 3.091 1.705 5.316
H 1.080 4.763 0.649
H 10.193 -0.201 1.673
H -7.148 -4.023 1.279
H -4.327 2.142 -6.077
H -3.315 4.410 -2.007
H -2.384 0.992 -0.402
C 4.585 4.545 3.389
H 8.873 -0.952 4.266
O 0.865 -0.787 0.607
H 4.468 -1.527 4.520
C 5.928 4.964 -0.227
C 5.731 -1.515 1.772
O -2.245 -6.094 -0.159
F -4.740 -3.682 5.182
H -6.588 3.652 0.433
H 0.407 1.862 0.793
O -0.193 -0.463 -1.387
C -4.743 5.279 2.087
C -0.177 7.452 -2.715
H 1.601 1.272 4.614
H 4.889 5.056 4.302
C -1.137 -3.956 4.115
H 6.034 -1.679 0.738
H -3.450 3.026 2.321
C -6.632 -4.129 3.743
F -6.262 6.301 0.590
C -3.828 1.281 -2.154
C 2.447 0.841 5.149
H -0.618 -6.569 1.054
H 2.049 0.389 6.057
H -2.935 -8.612 -0.630
F -6.636 -2.886 5.710
H -1.759 1.765 -1.746
H 1.423 -3.384 2.654
H -1.877 -3.169 -3.469
H -0.885 4.452 2.933
H 2.368 5.616 -0.104
H -2.160 -6.619 -2.191
O -5.669 -4.100 2.733
O -5.615 4.564 2.539
F 5.096 5.148 -1.278
H -2.937 -4.256 -4.201
H -2.951 -5.409 2.612
C -2.697 1.666 -1.200
H 8.392 -0.548 -4.646
H -4.165 -3.943 0.459
C 7.789 -0.953 -2.720
H 2.698 -3.206 1.303
F -1.390 6.893 -2.388
O -4.463 0.140 -5.559
O 6.747 -0.083 -3.141
H 1.944 0.487 -0.659
H -5.745 -1.172 -6.261
F -5.595 7.389 2.289
C -2.894 3.874 2.722
H -3.296 1.058 -7.058
C -2.939 -3.299 -3.679
H 0.993 3.208 -1.160
C 1.870 3.847 -1.061
*
```

Properties
Total energy   -156429.5697 eV
<S²>   0.7569
HOMO (spin up / spin down)   -10.77 / -10.77 eV